[1]
DFT (ωB97M-V/def2-TZVPD) results for a structure of composition C7F21O21S7Y.

Calculated values
HOMO energy: -0.29 eV
Energy above the lowest of the compared OMol25 structures with the same formula, charge and spin: 0.00 kJ/mol
Kohn-Sham gap: 8.300 eV
Net charge: -4
Energy: -184220.9135 eV

```
57
Properties=species:S:1:pos:R:3:forces:R:3
Y -5.1998 -10.5456 15.1112 0.8 0.0 -0.3
C -8.4890 -9.4133 18.0868 -0.1 -0.6 -0.1
F -8.9262 -9.8946 16.9234 0.0 0.2 0.2
F -8.7286 -8.0963 18.1338 -0.1 -0.1 -0.1
F -9.2504 -9.9773 19.0617 0.1 0.2 -0.1
S -6.6805 -9.7856 18.3820 0.7 0.4 0.1
O -6.6552 -10.8975 19.2848 -0.3 -0.3 0.0
O -6.1627 -10.0962 17.0447 -0.7 0.1 0.6
O -6.2002 -8.5354 18.8976 -0.1 0.2 0.1
C -8.7900 -12.6500 13.7804 -0.3 -0.3 0.2
F -9.9731 -13.3307 13.7636 0.0 0.0 -0.1
F -8.1447 -12.9757 12.6648 0.1 -0.1 -0.2
F -9.0941 -11.3621 13.7389 0.0 0.4 -0.1
S -7.8820 -13.0962 15.3114 -0.1 -0.4 -0.2
O -7.6090 -14.4947 15.1190 0.1 -0.2 0.0
O -6.7104 -12.2387 15.2200 -0.1 -0.1 0.2
O -8.8189 -12.7670 16.3427 -0.2 0.2 0.3
C -4.4337 -14.0220 12.6026 -0.6 0.2 0.5
F -3.2387 -14.5857 12.3998 0.2 -0.1 -0.1
F -5.2693 -14.4893 11.6472 0.1 0.0 0.1
F -4.8862 -14.4291 13.7849 0.0 0.0 -0.2
S -4.2959 -12.1864 12.5201 1.2 1.1 0.5
O -3.8353 -12.0071 11.1740 -0.4 -0.1 -0.5
O -5.5759 -11.6150 12.9170 -0.5 -0.6 -0.7
O -3.3225 -11.8313 13.5407 0.0 -0.6 0.4
C -9.0185 -7.5050 14.2512 0.2 0.4 -0.1
F -9.2047 -6.2048 13.9086 0.0 0.0 -0.1
F -9.4731 -7.6217 15.4975 -0.1 -0.3 -0.1
F -9.7908 -8.2168 13.4274 -0.2 -0.4 0.0
S -7.2168 -7.8649 14.0951 1.3 1.0 0.0
O -7.0357 -9.2596 14.5109 -0.5 0.0 -0.1
O -6.9187 -7.6112 12.7142 -0.7 -0.3 -0.3
O -6.6809 -6.8952 15.0118 -0.3 -0.2 0.3
C -4.3695 -8.4760 10.9238 -0.5 -0.3 0.1
F -3.4680 -8.8680 9.9866 -0.4 0.2 0.2
F -4.8752 -7.2909 10.5002 0.2 -0.5 0.0
F -5.3701 -9.3727 10.9284 0.5 0.5 -0.2
S -3.5487 -8.2965 12.6100 0.2 0.1 -0.2
O -3.7394 -6.9114 12.9155 0.0 0.3 0.1
O -4.3074 -9.2206 13.4523 -0.1 0.4 -0.2
O -2.2013 -8.7237 12.3450 0.1 -0.1 0.0
C -2.3112 -13.9245 16.8232 -0.2 0.0 -0.3
F -2.2327 -15.1642 17.3752 0.1 0.1 0.0
F -1.1305 -13.3301 17.0483 0.0 0.0 0.1
F -2.4228 -14.0929 15.5019 0.0 -0.1 0.1
S -3.7470 -12.9727 17.5343 0.0 -0.8 0.3
O -3.1669 -12.3817 18.7024 0.2 0.4 0.1
O -4.0440 -12.0742 16.4272 0.0 0.2 -0.1
O -4.7323 -13.9949 17.7722 0.0 0.0 -0.3
C -1.1004 -9.4824 16.4909 0.2 0.5 0.0
F -0.0063 -8.6585 16.4441 -0.2 -0.2 0.0
F -1.2055 -10.0575 15.3029 0.0 -0.1 -0.1
F -0.8145 -10.4145 17.4023 0.0 -0.2 0.0
S -2.6112 -8.4946 16.9407 0.1 0.0 -0.7
O -2.6580 -8.6237 18.3585 -0.1 -0.1 0.9
O -2.3298 -7.1864 16.4205 0.1 0.2 -0.1
O -3.6598 -9.2007 16.2057 0.1 -0.1 0.0
```
Forces are in eV/Å.



[2]
DFT (ωB97M-V/def2-TZVPD) results for a cluster of 7 separate species, C27H48N3O22P in total.

Calculated values
HOMO energy: -9.67 eV
SMILES string: NCCO[P@@](=O)(ON)OCN.C[C@@H]1COC(=O)O1.C[C@@H]1COC(=O)O1.C[C@@H]1COC(=O)O1.C[C@@H]1COC(=O)O1.C[C@@H]1COC(=O)O1.C[C@@H]1COC(=O)O1
Kohn-Sham gap: 9.926 eV
Energy: -87584.9441 eV

```
101
Properties=species:S:1:pos:R:3:forces:R:3
N 1.8515 4.8908 1.7884 0.0 0.1 0.1
C 1.1553 6.0431 1.2264 0.2 0.0 0.0
C -0.0445 5.6052 0.4175 0.0 0.0 -0.1
O -1.2066 5.4979 1.2652 0.0 0.0 0.2
P -2.0779 4.1845 1.1554 -0.2 -0.2 -0.1
O -2.6525 3.8896 -0.1624 0.1 0.0 0.1
O -1.1148 3.0571 1.7383 0.0 0.1 0.0
N -0.9569 1.8528 0.9813 0.3 -0.3 0.2
O -3.1226 4.3796 2.3315 0.0 0.0 -0.2
C -4.4590 4.8032 1.9864 0.0 0.1 0.1
N -4.5124 6.2239 1.7436 -0.2 0.0 -0.2
H 2.6127 5.1858 2.3879 0.0 0.0 0.0
H 2.2617 4.3321 1.0481 0.0 0.0 0.1
H 1.7860 6.6673 0.5798 0.0 0.0 0.0
H 0.8043 6.6689 2.0478 0.0 0.1 0.0
H 0.1554 4.6415 -0.0590 0.0 0.0 0.0
H -0.2773 6.3216 -0.3682 -0.1 0.1 0.0
H -1.8860 1.4787 0.8175 0.0 0.1 -0.2
H -0.5632 2.1232 0.0845 -0.1 0.0 -0.1
H -5.0583 4.5243 2.8507 0.1 0.0 0.1
H -4.8032 4.2411 1.1177 0.0 0.0 0.0
H -4.8200 6.4283 0.8030 0.2 0.0 0.0
H -3.6151 6.6641 1.8981 0.0 0.0 0.1
C -1.4000 3.8605 5.1195 0.0 -0.2 0.1
C -2.1237 4.8912 5.9389 0.0 0.0 -0.1
C -1.2918 5.6640 6.9422 0.0 0.0 0.0
O -2.2568 5.9961 7.9470 0.0 0.0 0.0
C -3.2355 5.0572 7.9096 0.0 0.0 0.0
O -4.0922 4.9419 8.7241 0.0 0.0 0.0
O -3.0904 4.2748 6.8167 -0.1 0.1 0.0
H -2.1136 3.2256 4.5986 0.0 0.1 -0.1
H -0.7708 4.3465 4.3734 0.0 0.0 0.0
H -0.7772 3.2244 5.7504 0.0 0.0 0.0
H -2.6717 5.5835 5.2921 0.0 0.0 0.0
H -0.8444 6.5728 6.5494 -0.1 0.0 0.0
H -0.5215 5.0340 7.3941 0.0 0.0 0.0
C -1.5039 -1.6806 -4.4564 0.2 0.1 -0.1
C -1.0134 -1.2352 -3.1104 -0.1 0.0 0.0
C -2.0290 -0.5074 -2.2498 0.0 -0.1 0.0
O -1.1907 0.3430 -1.4495 -0.1 -0.1 0.0
C -0.0652 0.5831 -2.1519 0.1 0.1 0.0
O 0.7496 1.4013 -1.8385 -0.1 0.0 0.0
O 0.0114 -0.2107 -3.2260 0.0 0.0 0.1
H -0.6722 -1.9909 -5.0876 0.0 -0.1 0.1
H -2.1801 -2.5230 -4.3472 0.0 0.0 0.0
H -2.0286 -0.8751 -4.9701 0.0 0.0 0.0
H -0.5672 -2.0627 -2.5526 0.0 0.0 0.0
H -2.6155 -1.1564 -1.6059 0.1 0.0 0.1
H -2.6884 0.1267 -2.8468 0.0 0.0 0.0
C -7.8828 -0.5732 -5.1665 0.1 0.1 -0.1
C -6.8453 -1.6287 -4.8955 0.0 0.0 0.0
C -5.8615 -1.3341 -3.7830 0.0 0.0 0.1
O -4.7019 -2.0721 -4.1944 -0.1 0.1 -0.1
C -4.7466 -2.1789 -5.5543 -0.1 0.0 0.0
O -3.8562 -2.5700 -6.2326 0.0 0.0 0.1
O -5.9474 -1.7667 -6.0130 0.0 -0.1 0.0
H -8.3923 -0.7792 -6.1064 0.0 0.0 0.0
H -8.6228 -0.5644 -4.3662 0.0 0.0 0.0
H -7.4250 0.4141 -5.2368 0.0 0.0 0.0
H -7.3135 -2.6041 -4.7343 0.0 0.0 0.0
H -6.1829 -1.6755 -2.8025 0.0 -0.1 0.0
H -5.6030 -0.2726 -3.7423 -0.1 0.0 0.0
C 5.1522 -0.5440 -0.1270 0.0 -0.1 0.2
C 4.2984 -1.2654 -1.1322 0.0 0.0 0.0
C 2.8225 -0.9345 -1.1212 0.0 0.1 0.0
O 2.2383 -2.1554 -1.6106 0.0 0.0 0.0
C 3.0773 -3.1664 -1.2979 0.0 0.0 0.0
O 2.8078 -4.3232 -1.3973 0.0 0.1 0.1
O 4.2567 -2.6858 -0.8543 0.0 0.0 -0.1
H 6.1385 -1.0027 -0.0660 0.0 0.0 -0.1
H 5.2742 0.4989 -0.4180 0.0 0.0 0.0
H 4.7018 -0.5779 0.8660 0.0 0.0 0.0
H 4.7028 -1.1477 -2.1416 0.0 0.0 0.0
H 2.5439 -0.1001 -1.7560 0.0 -0.1 -0.1
H 2.4502 -0.7628 -0.1081 0.0 0.1 0.0
C 2.0500 -6.9296 -2.8736 0.1 -0.1 -0.3
C 0.6743 -7.3445 -3.3149 0.0 0.0 0.1
C 0.3918 -8.8328 -3.3462 0.0 0.0 0.0
O -0.6057 -8.9337 -4.3680 0.0 0.0 0.0
C -0.4368 -7.8877 -5.2171 0.0 0.0 0.0
O -0.9859 -7.7738 -6.2636 0.0 0.0 0.0
O 0.4448 -7.0035 -4.6989 -0.1 0.0 0.0
H 2.2190 -5.8777 -3.0882 0.0 0.0 0.1
H 2.1608 -7.0725 -1.7995 0.0 0.0 0.0
H 2.8123 -7.5142 -3.3922 0.0 0.0 0.0
H -0.0921 -6.8306 -2.7263 0.0 0.0 0.0
H 0.0038 -9.2362 -2.4149 -0.1 0.0 0.0
H 1.2714 -9.4003 -3.6609 0.0 0.0 0.0
C 8.2267 -3.1766 3.0613 -0.1 0.0 -0.1
C 7.7668 -2.0783 3.9813 0.0 0.0 0.0
C 6.4032 -2.2604 4.6180 0.0 0.0 0.0
O 5.9767 -0.9070 4.8121 0.0 0.0 0.0
C 6.5973 -0.1378 3.8858 0.0 0.0 -0.1
O 6.3293 0.9957 3.6545 0.0 0.0 0.0
O 7.5589 -0.8513 3.2529 0.0 0.0 0.1
H 9.1017 -2.8557 2.4979 0.0 0.0 0.1
H 8.4938 -4.0602 3.6410 0.0 0.0 0.0
H 7.4430 -3.4434 2.3511 0.0 0.0 0.0
H 8.5167 -1.8733 4.7510 0.0 0.0 0.0
H 6.4169 -2.7811 5.5713 0.0 0.1 0.0
H 5.7041 -2.7503 3.9354 0.0 0.0 0.0
```
Forces are in eV/Å.



[3]
DFT (ωB97M-V/def2-TZVPD) results for the ion C3H7N4 with charge +1.

Calculated values
HOMO energy: -12.67 eV
SMILES string: NN/[NH+]=C\N1C=C1
Energy above the lowest of the compared OMol25 structures with the same formula, charge and spin: 589.32 kJ/mol
Kohn-Sham gap: 9.080 eV
Net charge: +1
Energy: -9172.4086 eV

```
14
Properties=species:S:1:pos:R:3:forces:R:3
N -2.6515 -0.5329 -0.0076 -0.6 0.3 0.4
N -1.3560 -0.6059 -0.3947 1.6 -0.5 -0.6
N -0.5373 0.5711 -0.0502 -0.5 0.1 0.3
C 0.7736 0.7929 -0.1108 0.1 0.3 -0.1
N 1.7969 0.0065 -0.1316 -0.3 0.1 -0.1
C 3.2365 0.0519 -0.0939 -0.8 -1.2 0.1
C 2.7069 -1.1235 0.0315 0.2 1.1 -0.1
H -3.2009 0.0792 -0.5964 0.0 -0.2 0.0
H -2.8581 -0.4374 0.9831 0.2 0.1 -0.1
H -0.9012 -1.4332 -0.0091 -0.2 0.3 0.0
H -1.1065 1.4065 -0.1452 0.2 -0.2 0.0
H 1.0350 1.8496 -0.1588 -0.1 -0.1 0.1
H 4.0106 0.7763 -0.1749 0.4 0.3 0.0
H 2.6551 -2.1773 0.1578 0.0 -0.5 0.0
```
Forces are in eV/Å.



[4]
DFT (ωB97M-V/def2-TZVPD) results for the molecule C4H3NS3.

Calculated values
HOMO energy: -9.49 eV
SMILES string: N#CCC(=S)C(=S)S
Energy above the lowest of the compared OMol25 structures with the same formula, charge and spin: 180.89 kJ/mol
Kohn-Sham gap: 6.776 eV
Energy: -38189.6465 eV

```
11
Properties=species:S:1:pos:R:3:forces:R:3
N 2.6637 -1.1882 1.1410 -3.2 3.3 -3.6
C 2.0011 -0.4992 0.4119 2.8 -3.3 3.6
C 1.1950 0.4439 -0.3779 -1.5 -3.8 -1.1
C -0.3582 0.4904 -0.0618 2.4 3.9 -1.5
S -0.7884 2.0790 -0.2843 -1.0 -1.2 0.7
C -1.2397 -0.6286 -0.1279 -1.8 -4.1 0.7
S -0.8515 -2.1262 -0.8150 -0.1 2.4 0.6
S -2.8602 -0.5935 0.7563 1.8 -1.1 -1.6
H 1.6747 1.3758 -0.3268 0.1 1.3 0.0
H 1.1425 0.0558 -1.4590 0.6 0.6 1.4
H -2.5792 0.5909 1.1434 -0.1 2.0 0.9
```
Forces are in eV/Å.